No. 1
Entry from the Open Molecules 2025 dataset: a cluster of 9 separate species, C21H60O9 in total in a non-equilibrium geometry (wB97M-V/def2-TZVPD).

```
90
Properties=species:S:1:pos:R:3:forces:R:3
C 7.104 39.316 20.038 -0.64 1.63 3.81
C 4.540 43.641 19.951 1.82 -2.93 0.57
H 8.904 41.901 21.017 -2.83 -4.11 -4.43
C 9.865 44.124 15.911 0.47 1.66 5.92
C 10.524 41.715 22.439 -5.79 7.10 3.13
C 9.336 35.830 19.365 -1.53 2.10 1.40
H 9.605 39.586 18.926 0.41 -0.36 1.18
C 7.582 40.170 18.945 2.76 4.03 0.73
C 8.428 34.767 20.014 -1.17 1.39 -0.76
H 11.080 37.652 16.992 -0.20 -0.53 0.55
H 9.191 38.551 15.119 1.55 -0.95 -0.55
H 9.636 40.080 22.293 -0.90 -3.32 -2.80
H 6.125 36.870 23.512 0.37 1.28 -0.13
H 10.092 44.799 15.229 0.72 2.59 -3.94
H 11.384 43.446 22.866 -0.78 -1.08 1.28
H 8.421 42.863 22.303 3.25 -0.65 -1.55
H 2.822 43.486 21.253 -0.43 1.79 2.55
H 4.471 44.495 19.373 -0.67 2.09 -0.57
H 5.732 42.731 21.395 0.38 -1.58 0.73
H 7.214 34.521 18.169 -1.14 1.08 3.53
C 10.052 40.549 23.072 -0.84 -0.94 6.20
H 6.602 35.773 19.582 -0.73 0.86 -0.36
H 4.295 37.896 22.108 0.80 0.93 -0.27
H 6.644 38.239 24.642 0.82 -1.06 -1.13
H 7.664 39.413 21.015 0.47 -0.96 -1.36
H 8.596 38.627 18.044 -0.21 -2.43 -1.58
O 10.930 42.750 23.428 1.22 0.06 -1.70
C 6.626 36.834 16.067 -0.27 1.22 1.38
H 10.320 35.788 19.778 0.82 -0.18 -0.13
H 10.923 42.727 18.327 -0.94 1.72 4.60
C 11.215 43.619 16.438 1.54 0.26 -1.52
C 5.616 43.731 21.114 2.65 0.74 -4.74
H 10.004 39.854 14.865 1.11 1.84 0.14
H 6.693 44.037 20.558 -2.78 -0.76 1.54
O 6.566 40.406 18.043 6.70 -7.75 -5.60
H 9.502 33.387 20.627 2.88 -1.02 4.04
H 12.883 42.853 15.268 -3.11 0.98 0.53
H 6.069 40.975 18.372 -7.65 8.01 4.60
C 9.410 42.477 21.589 -0.49 1.35 7.78
C 3.281 43.017 20.470 -1.37 -2.82 -1.71
H 2.865 36.844 19.888 0.79 1.67 -0.23
H 12.833 37.934 16.381 -0.59 -0.47 1.10
O 5.069 42.641 18.910 -0.41 0.71 1.37
C 11.761 38.215 16.400 2.16 1.44 -0.97
H 6.295 35.791 16.179 -0.49 0.68 -1.03
C 6.607 37.889 23.563 -2.17 1.17 1.34
H 6.501 38.534 17.274 -2.19 -3.33 -0.62
H 10.062 42.065 17.017 1.19 -0.71 0.65
H 9.283 40.229 17.565 0.17 1.27 -2.75
H 9.857 43.245 21.097 0.95 2.47 -1.44
O 3.553 37.514 21.662 -0.86 -1.22 -0.50
H 12.228 38.389 14.327 1.26 0.99 -0.88
H 6.719 38.379 19.776 0.47 -1.98 -0.63
H 4.210 38.118 19.811 3.10 0.61 -2.03
H 9.005 36.904 19.477 -0.11 -0.84 1.27
O 5.741 38.908 22.961 0.16 0.67 0.32
H 7.483 37.949 22.972 1.41 -0.47 0.11
H 12.056 36.466 14.414 -2.61 -0.36 0.55
H 2.632 38.727 20.313 1.03 -1.87 -1.01
H 8.408 34.869 21.078 -0.57 1.25 0.93
C 6.980 34.799 19.406 2.11 -3.17 -2.39
H 5.538 44.347 21.962 -0.82 1.02 0.80
C 3.364 37.803 20.246 -4.91 -0.04 3.96
H 11.773 39.270 16.646 -0.16 0.30 0.59
H 11.890 41.714 17.472 -0.83 0.56 -0.83
H 10.942 40.099 23.664 -1.93 -0.02 -1.04
O 11.110 36.759 14.670 3.48 -0.85 -1.10
H 2.353 42.961 19.813 1.64 -0.03 -0.16
H 6.296 33.972 19.817 1.11 1.33 -0.55
H 6.060 39.810 23.246 -0.50 -1.67 -0.42
H 6.733 37.445 15.169 -1.88 -0.58 -0.88
H 11.811 44.512 16.695 -0.11 -0.59 0.81
H 8.018 41.331 19.408 -1.55 -3.17 -1.13
C 11.047 42.452 17.390 0.14 -1.37 -3.94
H 9.348 43.305 15.647 -2.25 -2.47 -1.47
H 7.676 36.776 16.117 1.93 -0.41 1.58
H 6.192 39.673 20.533 -0.39 0.85 -0.74
H 11.230 41.599 21.797 4.98 -1.40 -3.78
C 10.160 38.852 14.579 -3.19 -0.13 -1.76
H 5.524 43.097 18.191 -0.13 0.29 0.31
H 3.429 41.944 20.853 0.21 1.47 -0.77
O 11.880 43.120 15.199 1.76 -0.54 0.17
O 5.978 37.594 17.148 2.74 2.50 -0.43
C 11.430 38.139 14.954 -3.74 -1.07 0.30
H 9.865 38.815 13.443 0.88 -0.17 2.08
H 9.008 40.607 23.789 3.21 0.56 -1.54
H 9.280 35.967 18.325 0.43 -1.44 -1.90
C 8.796 39.617 18.223 -0.51 0.65 3.34
H 9.233 44.823 16.657 1.44 -2.02 -0.97
O 9.016 33.531 19.903 -2.12 -1.35 -5.06
```
Positions in Å, forces in eV/Å.

Results
Gap between HOMO and LUMO, eV: 9.59
Structure (SMILES): CC(C)O.CC(C)O.CC(C)O.CC(C)O.CC(C)O.CC(C)O.CO.CO.CO
Total charge: 0

=====

No. 2
Entry from the Open Molecules 2025 dataset: a cluster of 9 separate species, C21H60O9 in total in a non-equilibrium geometry (wB97M-V/def2-TZVPD).

```
90
Properties=species:S:1:pos:R:3:forces:R:3
C 6.032 -0.735 -5.961 0.71 -0.72 1.54
H -1.883 -5.006 -3.962 0.72 -0.05 0.15
H -2.339 -2.707 -3.756 -0.21 -0.10 -0.20
C -0.305 -0.110 -0.174 0.58 -0.41 0.47
H -4.156 5.059 3.816 0.27 -0.25 -0.05
C 6.938 0.116 1.055 -0.26 -2.06 0.39
H -3.112 -2.849 -2.205 0.22 -0.23 0.37
H -4.424 -4.091 1.307 0.05 0.04 -0.10
H -7.195 1.216 0.348 0.04 0.12 0.21
H 4.117 5.525 -0.364 0.23 0.43 -0.04
H 7.856 1.812 0.392 0.06 0.38 -0.51
C -3.207 -5.852 -2.592 -0.28 -0.18 0.34
H -0.827 0.199 5.805 -0.06 -0.19 0.24
H 7.168 0.781 -0.939 0.29 0.11 0.05
C -2.253 -4.746 -2.970 -1.84 1.12 -0.66
H -1.906 -4.731 2.414 -0.07 -0.01 0.10
H -1.666 -4.404 -1.203 0.02 0.03 0.27
H 4.283 -1.203 -6.911 -0.85 -0.57 -0.14
H 2.708 -0.386 0.985 0.18 0.10 0.24
H -4.238 1.780 1.981 0.11 0.10 0.10
H 0.147 -1.307 6.037 -0.09 0.12 0.23
H -4.654 1.736 -1.438 0.13 0.18 -0.26
H 0.662 3.926 -1.699 0.36 -0.25 -0.08
C 4.653 -1.396 -5.904 1.70 0.96 -0.67
C 3.781 -0.857 -4.838 -0.30 0.88 0.81
H -0.691 -0.104 -1.193 0.04 -0.21 0.03
H 6.553 -1.075 -5.067 -0.05 0.10 0.53
H -4.071 -5.876 -3.256 0.18 -0.35 -0.24
O 1.835 0.012 1.028 0.03 0.15 1.27
H -0.579 0.845 0.274 0.21 0.10 0.04
H 6.692 -1.193 -6.698 -0.42 0.51 -0.68
H -1.173 5.542 2.924 -0.21 0.35 -0.32
H 2.869 3.790 -0.258 0.02 0.21 0.21
O 1.143 1.569 4.548 -0.28 0.59 -0.03
H -3.438 6.638 3.578 0.12 0.08 0.11
H -3.936 -2.428 3.006 0.34 -0.09 -0.14
C 1.258 0.469 5.416 -0.01 -1.08 0.04
H -3.599 5.593 2.202 -0.07 -0.23 0.02
H -6.627 0.055 -0.800 0.33 0.00 -0.16
O -2.039 3.680 3.028 0.29 -0.38 0.06
H -2.638 -6.782 -2.571 -0.29 -0.19 -0.23
H 6.116 1.804 0.019 -0.02 0.00 0.13
C -1.948 5.020 3.485 -1.25 0.10 -0.19
C -3.816 -4.419 2.150 -0.08 0.22 -0.02
C -0.007 -0.414 5.432 0.43 0.43 -0.21
C -3.989 -3.476 3.302 -1.09 0.18 0.97
O -1.252 -4.609 -2.044 1.91 -0.35 0.60
H 6.059 0.352 -5.881 -0.20 -0.05 -0.67
H 6.410 -1.708 0.469 0.02 0.11 0.05
H -3.294 -3.666 4.120 0.32 -0.01 -0.16
H 3.641 0.219 -4.937 -0.42 -0.02 -0.16
H -3.783 2.574 -0.162 -0.19 0.24 0.12
C 7.020 1.198 0.057 0.18 0.69 -0.06
H -3.626 -5.736 -1.592 0.09 0.28 0.24
H 1.476 0.781 6.438 -0.18 0.48 -0.05
O 5.974 -0.869 0.633 -0.51 0.09 0.16
H -6.761 -0.413 0.866 0.15 0.07 0.20
C -2.939 -3.378 -3.142 -0.57 -0.34 0.05
C -4.745 2.139 -0.429 0.00 -2.09 -0.21
H 2.159 -0.056 5.101 -0.06 -0.61 0.10
H -1.234 3.239 3.307 0.11 -0.32 -0.03
O 3.443 5.680 -1.029 0.30 0.23 1.05
H 1.381 1.226 3.684 -0.08 0.19 -0.30
C -3.379 5.594 3.270 1.12 0.53 0.10
C -6.469 0.413 0.218 -1.03 -0.52 -0.48
O 4.908 -2.744 -5.610 -0.12 -0.80 -0.45
H -4.369 0.097 0.574 0.32 -0.30 -1.73
O -2.479 -4.358 1.739 0.97 -0.10 -1.07
H 1.634 0.340 -0.952 -0.10 0.56 -0.24
H -1.603 5.054 4.518 -0.36 -0.02 0.30
H -5.582 2.837 -0.451 0.22 0.13 0.37
C 1.271 4.761 -1.354 -0.84 0.23 1.08
H -3.944 -3.556 -3.523 0.05 0.36 -0.58
O -5.060 1.314 1.813 -0.70 1.05 2.09
H 1.598 -1.263 -0.525 -0.80 -0.63 0.14
C 1.214 -0.304 -0.179 0.08 0.44 -1.73
H 1.056 5.607 -2.007 0.55 -0.06 -0.21
H 6.692 0.428 2.070 -0.26 0.34 -0.07
H -0.783 -0.892 0.416 -0.15 -0.04 -0.11
H 3.128 3.978 -1.995 0.06 -0.59 -0.02
H -0.317 -0.756 4.445 0.27 0.09 -0.20
H -4.966 -3.578 3.775 -0.27 -0.12 -0.09
H -4.099 -5.455 2.338 -0.15 -0.06 0.40
H 0.849 5.044 -0.390 -0.27 0.12 0.09
H 7.872 -0.434 1.167 0.41 0.34 -0.13
C 2.732 4.464 -1.103 -0.42 -0.35 -2.06
H 4.072 -3.108 -5.310 0.00 -0.37 -0.02
H 2.835 -1.396 -4.795 -0.24 0.24 -0.12
C -5.092 0.907 0.485 0.70 1.06 -0.19
H 4.255 -0.987 -3.865 0.18 -0.16 0.05
```
Positions in Å, forces in eV/Å.

Results
Gap between HOMO and LUMO, eV: 10.05
Structure (SMILES): CC(C)O.CC(C)O.CC(C)O.CCO.CCO.CCO.CCO.CCO.CCO
Total charge: 0

=====

The evaluated HOMO for the records listed, in turn: -9.34, -9.73 eV.
The evaluated relative energy (zero: lowest compared OMol25 entry of this formula, charge and spin) for the records listed, in turn: 1280.2, 336.3 kJ/mol.
The evaluated M for the records listed, in turn: 456.70, 456.70 g mol⁻¹.